The following is a DFT calculation (ωB97M-V/def2-TZVPD) of a molecular structure, C18H22BBaF6O18.

Atoms and positions in Å:
Ba -1.984 -0.880 2.198
B 0.030 0.168 0.951
H -0.088 0.583 1.940
H 0.084 -0.910 0.976
H -0.794 0.450 0.314
H 0.912 0.583 0.490
C 2.741 2.243 1.666
C 1.794 3.044 2.577
O 2.336 4.375 2.483
C 3.687 4.287 2.171
O 4.545 5.091 2.467
O 3.889 3.015 1.736
F 1.863 2.672 3.849
H 2.425 2.327 0.626
H 2.937 1.247 2.062
H 0.724 3.043 2.367
C -0.750 4.458 -1.222
C -1.571 3.888 -0.157
O -2.561 4.954 -0.007
C -2.093 6.155 -0.565
O -2.615 7.275 -0.490
O -0.808 5.866 -0.993
F -0.840 3.735 0.953
H -1.059 4.254 -2.248
H 0.257 4.042 -1.188
H -2.020 2.924 -0.395
C 2.894 -2.601 -0.211
C 3.522 -1.972 1.071
O 4.443 -1.085 0.435
C 4.633 -1.410 -0.866
O 5.527 -0.997 -1.615
O 3.841 -2.418 -1.227
F 4.184 -3.032 1.657
H 1.916 -2.150 -0.382
H 2.660 -3.636 0.037
H 2.790 -1.608 1.792
C -4.923 -0.976 -3.365
C -5.161 0.398 -2.799
O -4.821 0.278 -1.415
C -4.001 -0.664 -1.245
O -3.310 -0.847 -0.263
O -4.131 -1.505 -2.306
F -6.369 0.866 -3.000
H -4.334 -0.879 -4.277
H -5.816 -1.567 -3.570
H -4.525 1.138 -3.285
C 0.734 0.246 -4.122
C 0.917 -0.196 -2.694
O -0.439 -0.081 -2.264
C -1.085 0.848 -2.915
O -2.174 1.399 -2.738
O -0.249 1.172 -3.902
F 1.809 0.581 -2.019
H 0.429 -0.557 -4.794
H 1.607 0.804 -4.463
H 1.117 -1.253 -2.518
C -0.774 -6.439 3.016
C 0.197 -6.201 4.191
O 0.601 -4.873 3.994
C -0.307 -4.227 3.229
O -0.235 -3.073 2.903
O -1.323 -5.110 2.891
F 1.155 -7.083 3.983
H -1.561 -7.169 3.205
H -0.249 -6.708 2.099
H -0.228 -6.298 5.190

Properties
charge = +1
orbital gap = 8.716 eV
energy above the lowest of the compared OMol25 structures with the same formula, charge and spin = 5.592 eV
LUMO energy = -4.0 eV
E_HOMO = -12.68 eV
spin multiplicity = 1
total energy = -2702.7206 a.u.



The following is a DFT calculation (ωB97M-V/def2-TZVPD) of a molecular structure, C16H51AsF6O9.

Atoms and positions in Å:
O 3.908 3.022 0.504
H 4.039 3.957 0.334
H 3.492 2.976 1.369
H 3.314 2.759 -0.202
As 0.554 -0.273 -0.094
F -0.331 1.184 -0.835
F 1.681 0.910 0.693
F 1.484 -1.607 0.566
F -0.576 -1.433 -0.888
F 1.576 -0.248 -1.511
F -0.462 -0.125 1.364
C -4.643 -1.245 3.835
C -3.721 -1.264 2.674
C -4.568 -1.709 1.471
O -3.139 -0.069 2.467
H -5.148 -2.197 4.000
H -5.336 -0.421 3.668
H -4.069 -1.059 4.743
H -3.008 -2.062 2.880
H -5.078 -2.664 1.591
H -3.963 -1.790 0.568
H -5.235 -0.904 1.160
H -2.226 -0.278 2.254
C -0.952 0.435 5.194
C -1.697 1.796 5.088
C -1.235 2.586 3.872
O -3.055 1.538 4.814
H -1.150 -0.144 6.096
H 0.133 0.473 5.103
H -1.067 -0.133 4.271
H -1.565 2.375 6.002
H -1.467 2.101 2.924
H -0.173 2.806 3.980
H -1.948 3.408 3.795
H -3.154 1.085 3.973
C 3.101 -5.228 -2.450
C 2.257 -3.957 -2.116
C 1.044 -4.360 -1.266
O 3.093 -3.197 -1.311
H 4.069 -4.900 -2.829
H 2.567 -5.892 -3.131
H 3.228 -5.742 -1.497
H 2.023 -3.467 -3.060
H 0.389 -5.104 -1.718
H 0.334 -3.587 -0.970
H 1.359 -4.855 -0.348
H 2.530 -2.598 -0.816
C 0.864 5.941 -1.128
C 0.490 4.545 -1.505
C 0.924 4.063 -2.912
O 1.172 3.581 -0.678
H 1.862 6.026 -0.698
H 0.224 6.285 -0.315
H 0.835 6.636 -1.967
H -0.591 4.483 -1.379
H 0.325 4.509 -3.705
H 0.786 2.981 -2.928
H 1.950 4.391 -3.081
H 0.868 2.739 -1.025
C -3.418 0.744 -1.460
O -4.635 0.465 -2.214
H -2.541 0.175 -1.769
H -3.195 1.810 -1.458
H -3.360 0.603 -0.380
H -4.569 0.766 -3.123
C 4.368 -1.043 2.468
O 4.647 -0.088 3.572
H 3.770 -0.715 1.618
H 5.340 -1.249 2.021
H 3.887 -1.896 2.948
H 5.334 -0.412 4.160
C -1.430 -2.389 -4.711
O -1.456 -3.221 -3.605
H -0.993 -2.766 -5.636
H -2.445 -2.081 -4.961
H -0.937 -1.493 -4.336
H -1.704 -2.717 -2.827
C 3.019 -0.487 -4.309
O 2.280 0.737 -4.370
H 2.355 -1.144 -3.746
H 3.155 -0.957 -5.283
H 3.990 -0.468 -3.814
H 1.620 0.747 -3.673

Properties
orbital gap = 7.464 eV
LUMO energy = -1.8 eV
E_HOMO = -9.29 eV
spin multiplicity = 1
total energy = -4152.2278 a.u.